Entry 1:
Entry from OMol25: 2 unconnected molecules or ions with the total composition C9H14O (ωB97M-V/def2-TZVPD).

```
24
Properties=species:S:1:pos:R:3:forces:R:3:mulliken_spin:R:1
C 2.790537 1.603331 0.084170 0.89 0.64 -0.41 0.001
C 2.879164 0.595141 1.228267 -0.98 1.53 -0.04 -0.001
H 2.184849 1.340888 -0.781350 -0.61 -0.47 0.28 0.000
H 2.451911 2.577058 0.447526 0.02 -0.05 -0.06 0.000
H 3.742373 1.772308 -0.418924 0.32 0.07 0.33 0.000
H 3.563614 0.904689 2.016225 0.51 -0.17 -0.39 0.000
H 3.056490 -0.391234 0.856720 0.09 -0.70 0.19 0.000
H 1.923622 0.723267 1.738325 -0.20 -0.86 0.15 0.001
C -1.203590 1.705883 -1.169826 -0.33 -0.32 1.36 0.016
C -2.152831 -1.909464 -0.906573 0.74 -0.14 -0.59 0.088
C -1.988301 -0.655054 -1.399076 0.10 -0.26 0.64 0.053
C -1.561504 -2.212367 0.345346 -0.22 0.06 0.60 0.256
C -1.235376 0.304800 -0.649676 -0.59 0.62 -0.89 0.247
C -0.791989 -1.269930 1.088605 -0.21 0.30 0.05 0.112
C -0.608005 -0.025737 0.572861 -0.21 -0.32 -0.33 0.025
O -1.763859 -3.346550 0.964293 0.31 -0.39 -0.36 0.157
H -2.570548 -2.696258 -1.523864 -0.39 0.02 0.25 0.000
H -2.460645 -0.390862 -2.332579 0.15 0.20 -0.11 0.001
H -2.131727 -4.016296 0.366434 -0.26 -0.07 0.17 -0.006
H -0.467023 -1.580879 2.071243 0.24 0.05 -0.02 -0.002
H -1.289509 2.374296 -0.317808 0.18 0.19 0.30 0.015
H -2.096836 1.915450 -1.744211 0.37 0.01 -0.79 0.003
H -0.043289 0.752572 1.054234 0.10 -0.03 0.31 -0.001
H -0.227533 1.924954 -1.590363 -0.03 0.12 -0.63 0.036
```
Forces are in eV/Å.

Results
- Calculated total energy: -11599.2149 eV
- HOMO (spin up / spin down): -14.01 / -14.38 eV
- ΔE to the lowest compared entry with this formula, charge and spin: 8.1 kcal/mol
- Molecular weight: 138.2 g mol⁻¹
- Lowest unoccupied orbital energy (spin up / spin down): -3.718 / -7.421 eV
- <S²>: 0.7668
- Net charge: +1
- Spin multiplicity: 2
- Frontier orbital gap (spin up / spin down): 0.3781 / 0.2557 Ha

***

Entry 2:
Entry from OMol25: a molecular structure, C28H31N5O2SbSe4W (ωB97M-V/def2-TZVPD).

```
72
Properties=species:S:1:pos:R:3:forces:R:3:mulliken_spin:R:1
W 0.061666 0.064813 -0.425678 1.42 0.53 0.30 1.254
C -3.963516 0.136504 -1.485997 0.06 0.15 0.11 0.004
N -3.127678 0.752775 -0.462664 -0.30 -0.17 0.02 0.054
C -3.036455 2.205586 -0.596284 0.07 -0.10 -0.01 0.004
C -2.656560 2.683373 -1.995079 0.06 -0.01 0.09 0.002
C -1.462540 2.030508 -2.698782 0.04 -0.08 -0.03 0.019
N -0.254799 1.797060 -1.901615 -0.40 -0.13 0.20 0.042
C 0.701783 2.625003 -2.077682 0.52 0.02 0.06 -0.037
C 2.050516 2.494105 -1.531059 -0.36 0.25 0.15 0.043
C 2.768549 3.640192 -1.195316 0.13 -0.14 0.09 0.002
C 3.957458 3.524800 -0.494992 -0.09 0.05 -0.06 0.003
C 4.448019 2.260444 -0.187036 0.06 -0.09 -0.01 0.002
C 3.775789 1.106490 -0.563848 0.14 0.18 -0.14 -0.006
C 2.547143 1.221640 -1.203689 -0.31 -0.05 -0.29 -0.003
O 1.789741 0.152702 -1.490179 0.02 -0.04 0.01 0.032
C -3.696365 0.389246 0.846187 0.17 0.10 -0.09 0.020
C -2.745489 0.521798 2.025049 -0.10 0.13 0.00 -0.017
C -1.685641 -0.579925 2.118691 -0.06 0.00 0.35 0.043
N -1.206135 -1.035563 0.807478 -1.39 -1.52 -0.41 -0.038
C -1.571875 -2.277798 0.517256 0.27 1.12 0.64 0.171
C -1.435312 -2.973267 -0.731339 0.16 -0.47 -0.60 -0.030
C -1.682744 -4.351673 -0.817140 0.02 0.16 0.11 0.065
C -1.563006 -5.032715 -2.016262 -0.04 -0.22 0.06 -0.032
C -1.196777 -4.353042 -3.174389 0.07 0.39 0.12 0.065
C -0.961331 -2.981816 -3.126980 -0.04 -0.63 -0.16 -0.031
C -1.086292 -2.300605 -1.922441 -0.17 1.32 0.32 0.109
O -0.932284 -0.977972 -1.889629 0.36 -0.76 -0.43 0.083
H -4.989725 0.545058 -1.476749 -0.03 -0.03 -0.03 0.003
H -4.018354 -0.935867 -1.298540 0.00 -0.02 0.00 0.003
H -3.550242 0.260105 -2.481487 0.07 0.09 -0.07 -0.001
H -2.301568 2.575754 0.122197 0.00 -0.05 -0.03 -0.005
H -4.001084 2.673438 -0.330029 -0.03 0.03 -0.05 0.003
H -2.471876 3.758285 -1.927983 0.00 0.00 0.09 -0.003
H -3.514813 2.559213 -2.661668 0.03 0.05 -0.08 -0.001
H -1.176634 2.677198 -3.534403 -0.14 -0.04 -0.07 -0.004
H -1.725742 1.061726 -3.121741 -0.08 -0.05 0.09 -0.002
H 0.519651 3.516239 -2.679575 -0.03 0.00 -0.11 -0.006
H 2.352270 4.617358 -1.403270 -0.04 0.01 0.01 -0.001
H 4.468355 4.411979 -0.148530 0.03 -0.01 -0.01 0.000
H 5.364474 2.171819 0.383750 0.01 0.00 -0.01 0.000
H 4.163119 0.123108 -0.328741 -0.04 0.00 0.06 0.000
H -4.051159 -0.643035 0.775999 0.03 -0.03 0.01 -0.008
H -4.583635 1.016942 1.029273 -0.06 -0.04 0.07 0.004
H -3.338142 0.481412 2.942620 0.03 -0.04 0.02 0.000
H -2.287387 1.508409 2.041129 0.07 -0.01 -0.03 -0.006
H -2.118923 -1.442378 2.636857 -0.01 0.00 -0.03 0.001
H -0.840254 -0.228846 2.712193 -0.01 0.07 -0.08 -0.002
H -1.996980 -2.864671 1.329585 -0.11 0.02 -0.02 -0.006
H -1.976427 -4.884887 0.080953 0.01 -0.01 0.00 0.000
H -1.760590 -6.096688 -2.050361 0.00 0.01 0.00 0.000
H -1.101200 -4.886108 -4.111683 -0.01 -0.01 -0.01 0.007
H -0.690153 -2.417298 -4.009116 0.00 0.01 0.01 -0.003
Se 0.322510 5.501740 1.214442 0.06 -0.07 0.34 -0.009
Sb 0.509854 3.875187 3.001721 0.09 0.37 -0.04 0.008
Se 0.214790 1.783118 1.142696 0.15 -0.36 -0.16 0.122
Se 2.704601 3.206700 3.754741 -0.26 0.14 -0.02 0.005
Se -1.439256 3.401117 4.319938 0.13 0.04 0.00 0.008
N 2.737222 -3.186733 0.508203 -0.10 0.08 0.01 0.004
C 1.722199 -2.502100 -0.066051 0.10 -0.02 0.16 0.028
N 1.428984 -1.404239 0.585915 -0.29 -0.13 -0.50 0.023
C 2.316917 -1.342090 1.663732 -0.09 0.10 0.08 0.056
C 2.482263 -0.389432 2.667757 0.03 0.01 0.09 -0.015
C 3.483612 -0.610292 3.589221 0.06 -0.01 0.06 0.009
C 4.306708 -1.746592 3.537794 -0.04 -0.01 -0.04 -0.002
C 4.149582 -2.700495 2.551740 -0.05 0.02 0.03 0.003
C 3.140165 -2.468337 1.622389 0.16 -0.11 -0.03 -0.012
H 3.108712 -4.058554 0.179036 0.02 0.00 0.00 0.000
H 1.237209 -2.838809 -0.968424 0.02 0.03 -0.01 -0.008
H 1.874259 0.503281 2.731415 0.02 -0.02 -0.08 -0.015
H 3.633974 0.133393 4.361533 0.00 -0.01 -0.01 0.000
H 5.081240 -1.875812 4.282592 0.00 0.00 0.01 0.000
H 4.775609 -3.581980 2.502355 0.02 0.01 0.00 0.000
```
Forces are in eV/Å.

Results
- Calculated total energy: -310837.4004 eV
- HOMO (spin up / spin down): -3.57 / -4.13 eV
- ΔE to the lowest compared entry with this formula, charge and spin: 0.3 kcal/mol
- Molecular weight: 1091.0 g mol⁻¹
- Lowest unoccupied orbital energy (spin up / spin down): 1.777 / 1.714 eV
- <S²>: 2.0551
- Net charge: -1
- Spin multiplicity: 3
- Frontier orbital gap (spin up / spin down): 0.1966 / 0.2149 Ha

***

Entry 3:
Entry from OMol25: 2 unconnected molecules or ions with the total composition C2H6N4O2 (ωB97M-V/def2-TZVPD).

```
14
Properties=species:S:1:pos:R:3:forces:R:3:mulliken_charge:R:1
C -1.045484 -0.973291 0.800404 -0.93 1.65 -2.18 0.571
C 0.975432 1.211115 -0.883065 -3.18 1.13 -3.64 0.479
H -1.790300 -2.479955 1.308206 3.71 -0.50 1.30 0.367
H 0.439965 -2.830445 0.790095 -4.05 2.11 2.41 0.285
H 0.626641 -0.402915 1.591521 -1.63 1.24 -2.40 0.357
H -0.652832 1.744595 0.471574 -0.53 0.90 -0.79 0.284
H 2.105716 -0.572433 -0.251018 -1.07 1.86 -1.35 0.252
H 2.733658 0.166947 -1.846336 -4.51 -0.02 3.28 0.335
N -0.719436 -2.090964 1.616904 -1.30 -2.83 -3.70 -0.680
N -0.038530 -0.094997 0.751014 4.69 -1.27 5.20 -0.113
N 0.181254 1.214272 0.376287 1.56 -1.29 -2.08 -0.488
N 1.762248 0.063532 -1.040905 4.97 -0.11 -1.66 -0.442
O -2.104533 -0.796671 0.200303 0.42 -0.62 0.96 -0.619
O 0.686873 1.959716 -1.886700 1.84 -2.25 4.65 -0.587
```
Forces are in eV/Å.

Results
- Calculated total energy: -12221.4147 eV
- HOMO: -9.68 eV
- ΔE to the lowest compared entry with this formula, charge and spin: 120.8 kcal/mol
- Molecular weight: 118.1 g mol⁻¹
- Lowest unoccupied orbital energy: -1.118 eV
- Net charge: 0
- Frontier orbital gap: 0.3147 Ha